Here is a molecular structure, C31H50BF4N8O5Sb2Y at a distorted geometry from the OMol25 dataset. Energies are from ωB97M-V/def2-TZVPD.

* total charge: 0
* energy relative to the best compared isomer or geometry (same formula, charge and spin): 59.1 kcal per mole
* HOMO level: -7.30 eV
* max |F|: 1.96 eV Å⁻¹
* LUMO: -0.001 Eh
* electronic energy: -2969.00770 Eh

Last column: Mulliken charge in e.
Cartesian coordinates (Å):
Y -0.1071 0.5347 -0.3936  0.143
O 5.8012 0.6238 2.0627  -0.584
C 5.0099 0.9814 3.0633  0.372
O 5.4293 1.3150 4.1437  -0.630
C 3.5482 0.9792 2.7882  -0.026
C 2.5904 1.3062 3.7262  -0.808
N 1.3943 1.1756 3.1203  -0.060
N 1.5147 0.8036 1.8458  1.253
C 2.8065 0.6847 1.6296  -0.653
C 3.1917 0.2518 0.2576  0.187
O 4.3867 0.1307 -0.0168  -0.855
O 2.2055 0.0439 -0.5273  -0.017
H 5.2762 0.3658 1.2540  0.458
H 2.7015 1.6034 4.7540  0.569
H 0.4712 1.3604 3.4822  -0.013
C -2.5645 -3.8181 -0.2558  -1.298
Sb -0.5996 -3.1576 -0.7411  0.386
C 0.3152 -4.8577 0.1982  -1.334
C -0.5546 -4.0646 -2.7067  -1.607
C 0.8455 -4.2555 -3.2061  0.678
C 1.5514 -5.3984 -2.8241  -0.566
C 2.8673 -5.6051 -3.1981  -0.760
C 3.5086 -4.6592 -3.9858  -0.781
C 2.8119 -3.5378 -4.3983  -0.597
C 1.4849 -3.3162 -4.0272  0.901
C 0.7915 -2.0915 -4.5403  -1.617
Sb 0.9896 -0.3148 -3.3312  0.554
C 0.4347 0.9260 -4.9729  -1.295
C 3.0886 -0.0983 -3.5272  -1.590
H -2.6708 -4.8520 -0.5839  0.505
H -3.3011 -3.1749 -0.7267  0.384
H -2.6963 -3.7680 0.8259  0.220
H -0.1566 -5.7623 -0.1852  0.526
H 0.1369 -4.7936 1.2684  0.213
H 1.3852 -4.9016 0.0079  0.380
H -1.1731 -3.4604 -3.3675  0.512
H -1.0523 -5.0260 -2.5667  0.717
H 1.0465 -6.1434 -2.2214  0.368
H 3.3851 -6.5020 -2.8852  0.412
H 4.5366 -4.8011 -4.2903  0.420
H 3.3000 -2.8114 -5.0371  0.325
H -0.2742 -2.2442 -4.7049  0.668
H 1.2278 -1.7861 -5.4926  0.714
H 1.2205 0.8447 -5.7240  0.448
H 0.3127 1.9574 -4.6620  0.380
H -0.5058 0.5725 -5.3945  0.355
H 3.3645 -0.2451 -4.5714  0.519
H 3.6099 -0.8020 -2.8837  0.344
H 3.3501 0.9106 -3.2122  0.468
C 1.3006 -2.2149 2.1751  -1.214
N -0.0502 -2.4542 2.6259  0.839
C -0.1255 -3.2753 3.8212  -0.705
C -1.5888 -3.1889 4.1705  -0.718
N -1.9708 -1.8867 3.6299  0.123
C -3.4195 -1.7524 3.4976  -1.196
C -1.0703 -1.5148 2.6320  -0.954
N -1.1579 -0.4788 1.8624  1.731
C -2.2137 0.4725 2.2118  -1.055
C -2.1656 1.7438 1.3831  -1.468
N -0.8270 2.3099 1.2618  0.832
C -0.4458 3.4126 1.8218  -0.163
N 0.8207 3.9143 1.6925  0.800
C 1.7732 3.6184 0.6461  -1.104
C 1.0158 5.1506 2.4189  -0.692
C -0.3645 5.4491 2.9872  -0.734
N -1.1274 4.2340 2.7147  0.109
C -2.5678 4.3929 2.8229  -1.257
H 1.7677 -3.1778 1.9697  0.443
H 1.8875 -1.6978 2.9416  0.324
H 1.3217 -1.6407 1.2609  0.128
H 0.5156 -2.8655 4.6122  0.333
H 0.2018 -4.2938 3.6117  0.372
H -1.7810 -3.2298 5.2422  0.373
H -2.1625 -3.9853 3.6815  0.391
H -3.8659 -2.3384 4.2994  0.444
H -3.7796 -2.1472 2.5424  0.360
H -3.7601 -0.7302 3.6170  0.394
H -2.1414 0.7338 3.2785  0.719
H -3.2085 0.0584 2.0376  0.580
H -2.9004 2.4209 1.7987  0.715
H -2.5331 1.5002 0.3845  -0.487
H 1.4871 2.7217 0.1164  0.130
H 2.7646 3.4597 1.0753  0.429
H 1.8062 4.4322 -0.0788  0.480
H 1.3522 5.9349 1.7365  0.308
H 1.7752 5.0341 3.1968  0.330
H -0.8277 6.3055 2.4879  0.463
H -0.3426 5.6511 4.0589  0.345
H -2.7452 5.3184 3.3687  0.520
H -3.0383 3.5939 3.3950  0.301
H -3.0518 4.4853 1.8486  0.390
C -2.6381 0.2150 -2.8292  -1.457
C -2.0899 -0.1292 -1.4500  1.219
O -2.8153 -0.8419 -0.7393  -0.658
H -3.7208 0.0694 -2.8635  0.438
H -2.1791 -0.4747 -3.5492  0.101
H -2.3668 1.2230 -3.1442  0.155
F -0.8217 3.4067 -3.3828  -0.409
B -0.3978 3.3024 -2.0863  0.096
F -1.3714 2.6232 -1.2964  -0.248
F -0.0777 4.5153 -1.5212  -0.331
F 0.7416 2.3947 -1.9930  -0.153

Cartesian forces (eV/Å) of the 3 atoms listed first:
Y 1.213 0.767 1.331
O 0.025 0.030 0.601
C 0.224 0.060 -0.267

---

Here is a molecular structure, C31H50BN12PV at a distorted geometry from the OMol25 dataset. Energies are from ωB97M-V/def2-TZVPD.

* total charge: +3
* energy relative to the best compared isomer or geometry (same formula, charge and spin): 0.0 kcal per mole
* HOMO level: -16.38 eV
* max |F|: 1.13 eV Å⁻¹
* LUMO: -0.395 Eh
* electronic energy: -3177.80531 Eh

Last column: natural (NBO) charge in e.
Cartesian coordinates (Å):
V -0.5123 0.3669 1.1097  1.315
C 0.6538 3.2758 -0.8470  -0.656
C 0.8372 3.1114 0.6186  0.260
C 1.3213 4.0080 1.5419  -0.291
C 1.1348 3.4123 2.7936  0.157
N 0.5967 2.2079 2.6375  -0.336
N 0.4089 1.9983 1.2847  -0.344
B -0.0789 1.3287 3.7567  0.909
N -1.6257 1.1802 3.3737  -0.338
C -2.6752 1.4338 4.1534  0.144
C -3.8558 1.1478 3.4690  -0.295
C -3.4727 0.7087 2.2200  0.265
C -4.2961 0.2727 1.0594  -0.663
N -2.1194 0.7229 2.1499  -0.391
N 0.5124 -0.1119 3.6019  -0.316
C 0.9305 -1.0261 4.4703  0.129
C 1.1170 -2.2467 3.8212  -0.290
C 0.7685 -2.0293 2.5073  0.263
C 0.6613 -3.0042 1.3932  -0.655
N 0.4049 -0.7226 2.3698  -0.348
N 0.1121 1.9813 5.0651  -0.452
C 0.9160 1.7931 6.1592  -0.026
C 0.6993 2.8228 7.0191  -0.296
C -0.2887 3.6344 6.3972  0.198
C -0.9096 4.8841 6.9169  -0.654
N -0.6252 3.1314 5.2245  -0.335
H 1.5057 3.7945 -1.2830  0.268
H -0.2299 3.8900 -1.0322  0.266
H 0.5194 2.3155 -1.3437  0.215
H 1.7296 4.9850 1.3492  0.280
H 1.3382 3.7921 3.7814  0.278
H -2.5254 1.8204 5.1473  0.282
H -4.8596 1.2559 3.8413  0.278
H -5.3501 0.2825 1.3237  0.274
H -4.0325 -0.7406 0.7519  0.238
H -4.1559 0.9446 0.2107  0.242
H 1.0551 -0.7932 5.5132  0.262
H 1.4440 -3.1698 4.2678  0.281
H 1.0988 -3.9544 1.6890  0.271
H 1.1529 -2.6513 0.4863  0.228
H -0.3912 -3.1772 1.1569  0.243
H 1.6387 0.9999 6.2317  0.219
H 1.1821 2.9843 7.9674  0.261
H -0.3455 5.2733 7.7609  0.247
H -1.9285 4.6914 7.2537  0.247
H -0.9506 5.6465 6.1408  0.241
N -0.3325 -0.2351 -0.3674  -0.634
P 0.3285 -0.7085 -1.9552  2.375
N 0.0456 -2.2992 -2.0140  -0.830
C 0.9169 -3.2642 -2.7466  -0.207
C 0.0666 -4.1321 -3.6582  -0.411
C -0.8923 -5.0026 -2.8389  -0.415
C -1.3668 -4.2662 -1.5761  -0.406
C -1.3497 -2.7570 -1.7685  -0.220
N 1.9082 -0.4388 -2.0070  -0.816
C 2.5106 0.7885 -2.5836  -0.207
C 3.7004 0.4282 -3.4607  -0.405
C 4.7377 -0.3648 -2.6746  -0.409
C 4.0976 -1.6026 -2.0586  -0.414
C 2.8809 -1.2378 -1.2198  -0.210
N -0.4666 0.2964 -2.9332  -0.839
C -0.1678 0.1165 -4.3886  -0.220
C -1.3663 -0.4597 -5.1266  -0.408
C -2.6092 0.3949 -4.8983  -0.413
C -2.8863 0.5614 -3.4059  -0.406
C -1.6657 1.1167 -2.6875  -0.200
H 1.4506 -3.8830 -2.0197  0.204
H 1.6499 -2.6976 -3.3164  0.220
H 0.7225 -4.7510 -4.2700  0.255
H -0.4749 -3.4835 -4.3522  0.204
H -0.3900 -5.9245 -2.5465  0.233
H -1.7412 -5.2977 -3.4541  0.237
H -0.7326 -4.5179 -0.7231  0.200
H -2.3790 -4.5675 -1.3068  0.247
H -1.7319 -2.2457 -0.8815  0.200
H -1.9840 -2.4760 -2.6118  0.207
H 2.8324 1.4236 -1.7524  0.196
H 1.7528 1.3220 -3.1533  0.223
H 4.1282 1.3536 -3.8487  0.247
H 3.3530 -0.1459 -4.3248  0.210
H 5.1590 0.2649 -1.8846  0.209
H 5.5684 -0.6495 -3.3184  0.251
H 4.8036 -2.1355 -1.4205  0.246
H 3.7975 -2.2997 -2.8456  0.211
H 3.1773 -0.6299 -0.3580  0.202
H 2.3922 -2.1354 -0.8468  0.213
H 0.7143 -0.5199 -4.4980  0.218
H 0.0945 1.1021 -4.7825  0.222
H -1.5423 -1.4845 -4.7858  0.196
H -1.1237 -0.5227 -6.1881  0.253
H -3.4706 -0.0494 -5.3949  0.247
H -2.4626 1.3791 -5.3526  0.218
H -3.1716 -0.3957 -2.9593  0.198
H -3.7205 1.2465 -3.2443  0.241
H -1.8317 1.1941 -1.6128  0.197
H -1.4400 2.1211 -3.0586  0.214

Cartesian forces (eV/Å) of the 3 atoms listed first:
V 0.489 0.095 0.334
C 0.041 -0.076 0.028
C 0.100 0.288 -0.151

---

Here is a molecular structure, C31H50BaBrN5P2 at a distorted geometry from the OMol25 dataset. Energies are from ωB97M-V/def2-TZVPD.

* total charge: +2
* energy relative to the best compared isomer or geometry (same formula, charge and spin): 20.2 kcal per mole
* HOMO level: -12.91 eV
* max |F|: 3.40 eV Å⁻¹
* LUMO: -0.248 Eh
* electronic energy: -4766.65979 Eh

Last column: Mulliken charge in e.
Cartesian coordinates (Å):
C 1.6381 -4.8910 -3.2810  -0.349
C 2.0857 -3.5491 -3.2548  1.139
C 3.2566 -3.2439 -3.9830  -0.367
C 3.8785 -4.2496 -4.7341  -0.557
N 3.4254 -5.4991 -4.7547  -0.517
C 2.3191 -5.8166 -4.0872  -0.470
C 1.3518 -2.4861 -2.5947  -0.978
C 0.6591 -1.4889 -2.3089  0.325
C -0.1548 -0.3551 -1.9547  0.046
C -1.4911 -0.5158 -1.5101  -1.214
C -2.1902 0.5417 -0.9641  -0.168
C -1.5504 1.7912 -0.7336  0.643
C -0.3577 2.0310 -1.4792  -0.485
C 0.3397 0.9754 -2.0291  -0.967
Ba 1.7088 -1.9681 -0.0223  1.700
P -2.6747 3.1945 -0.2871  1.350
H 3.6716 -2.2405 -3.9819  0.294
H 0.7689 -5.2166 -2.7083  0.456
H 4.7575 -4.0189 -5.3357  0.406
H 1.9662 -6.8465 -4.1911  0.392
H 1.2566 1.1551 -2.6001  0.670
H -1.9721 -1.4910 -1.6638  0.529
H 0.0591 3.0399 -1.5384  0.306
H -3.2256 0.4082 -0.6435  0.383
C -2.7397 3.4598 1.5033  -0.202
C -2.5192 4.8676 2.0371  -1.392
H -1.9355 2.7922 1.8977  -0.086
H -3.6952 3.0421 1.8668  0.595
H -2.4468 4.8031 3.1299  0.446
H -1.5873 5.3049 1.6595  0.318
H -3.3573 5.5319 1.8035  0.326
C -2.1294 4.6304 -1.2573  -0.964
C -2.4298 4.5297 -2.7639  -1.244
H -1.0500 4.7194 -1.0623  0.563
H -2.5931 5.5380 -0.8346  0.555
H -2.0544 5.4206 -3.2862  0.433
H -1.9489 3.6584 -3.2235  0.264
H -3.5084 4.4828 -2.9601  0.312
C -4.3916 2.9619 -0.8296  -0.976
C -5.2821 4.1850 -0.5449  -1.218
H -4.7873 2.0714 -0.3203  0.530
H -4.3530 2.7431 -1.9075  0.565
H -6.3265 3.9550 -0.8043  0.429
H -5.2631 4.4600 0.5230  0.286
H -4.9842 5.0665 -1.1369  0.317
Br -0.2504 1.3465 1.5521  -0.419
P 4.0488 1.2409 0.5378  -0.293
C 2.8547 2.5936 0.1438  0.861
C 3.1535 3.8962 0.8717  -1.405
H 1.8566 2.2329 0.4471  -0.834
H 2.8610 2.7223 -0.9495  0.372
H 2.3774 4.6295 0.6324  0.356
H 3.1504 3.7638 1.9580  0.311
H 4.1121 4.3307 0.5702  0.366
C 3.2670 0.6433 2.1100  0.870
C 4.2195 0.9363 3.2785  -1.434
H 3.0839 -0.4491 2.0247  -0.132
H 2.2803 1.1211 2.2542  -0.283
H 3.7603 0.6154 4.2217  0.395
H 5.1617 0.3834 3.1593  0.380
H 4.4603 2.0060 3.3703  0.330
C 3.5797 0.0626 -0.7885  1.905
C 4.1100 0.2777 -2.2070  -1.266
H 2.4688 0.1959 -0.8306  -1.754
H 3.9486 -0.9224 -0.4136  0.537
H 3.8929 -0.6261 -2.8021  -0.009
H 3.5885 1.1241 -2.6790  0.338
H 5.1946 0.4494 -2.2168  0.489
C -0.7266 -4.5156 1.0392  -0.926
N -0.1594 -3.1574 1.4193  0.241
C 0.3865 -3.3138 2.8308  -0.793
N -0.6435 -3.7605 3.7897  0.038
C -1.1783 -5.0761 3.3297  -0.700
N -1.7798 -4.9722 1.9693  0.068
C -2.8599 -3.9494 2.0020  -0.641
N -2.3541 -2.6239 2.4272  0.146
C -1.3272 -2.1955 1.4785  0.265
C -1.7590 -2.7758 3.7790  -0.742
H 0.1109 -5.2352 1.0627  0.374
H -1.1404 -4.4351 0.0240  0.326
H 0.7959 -2.3373 3.1535  0.356
H 1.1831 -4.0766 2.8026  0.395
H -1.9464 -5.4249 4.0347  0.315
H -0.3441 -5.7998 3.2809  0.347
H -3.3000 -3.8621 0.9928  0.292
H -3.6286 -4.2674 2.7222  0.358
H -0.9539 -1.1904 1.7407  -0.313
H -1.7621 -2.1584 0.4686  -0.195
H -2.5453 -3.1406 4.4513  0.360
H -1.3914 -1.7900 4.1089  0.327

Cartesian forces (eV/Å) of the 3 atoms listed first:
C -0.035 0.174 -0.061
C 0.567 -0.681 -0.172
C -0.151 -0.100 0.005

---

Here is 8 unconnected molecules or ions with the total composition C31H50N2O18 at a distorted geometry from the OMol25 dataset. Energies are from ωB97M-V/def2-TZVPD.

* total charge: 0
* energy relative to the best compared isomer or geometry (same formula, charge and spin): 57.5 kcal per mole
* HOMO level: -10.50 eV
* max |F|: 7.59 eV Å⁻¹
* SMILES string: C[C@H]1COC(=O)O1.C[C@H]1COC(=O)O1.C[C@H]1COC(=O)O1.C[C@H]1COC(=O)O1.C[C@H]1COC(=O)O1.COC(=O)OC.CCCC#N.CCCC#N
* LUMO: -0.008 Eh
* electronic energy: -2674.92898 Eh

Last column: Mulliken charge in e.
Cartesian coordinates (Å):
C -1.3295 3.2364 -2.8748  -1.095
C -0.0325 2.5614 -2.9048  0.390
C 0.1395 1.4624 -1.7618  0.648
O 0.1265 0.2624 -2.4828  -0.108
C 0.0195 0.4434 -3.8318  0.460
O 0.0575 -0.4716 -4.6418  -0.554
O 0.1115 1.7954 -4.1198  -0.430
H -1.3295 3.9594 -3.6328  0.603
H -1.5165 3.8234 -1.9688  -0.062
H -2.1325 2.4534 -2.9118  0.251
H 0.8485 3.2274 -2.9088  0.403
H -0.6965 1.4734 -1.0808  -0.196
H 1.1255 1.5624 -1.3468  -0.313
C 4.1605 -3.5716 1.7192  -1.213
C 4.5465 -4.3136 0.5462  0.689
C 5.8215 -5.1626 0.7272  -0.481
O 5.5495 -6.4306 0.2542  -0.349
C 4.2325 -6.5216 -0.1138  0.580
O 3.6725 -7.5356 -0.5178  -0.569
O 3.6415 -5.3096 0.1232  -0.338
H 3.2835 -3.8356 2.2262  0.324
H 3.9935 -2.4936 1.4232  -0.128
H 4.9145 -3.6326 2.4302  0.516
H 4.5305 -3.6286 -0.2438  0.248
H 6.1485 -5.2076 1.7222  0.323
H 6.7405 -4.8576 0.2062  0.296
C -5.4875 1.8664 0.8052  -0.913
C -5.8175 2.6544 -0.5048  0.144
C -4.7625 3.5434 -1.1808  0.753
O -4.9305 2.9814 -2.5108  -0.421
C -5.8005 1.9434 -2.5788  0.638
O -6.0705 1.3764 -3.6148  -0.592
O -6.2345 1.6554 -1.3698  -0.360
H -4.7215 2.5344 1.3362  0.184
H -4.9835 0.8794 0.5362  0.210
H -6.3685 1.7204 1.4222  0.369
H -6.6305 3.3224 -0.3678  0.246
H -3.8425 3.3184 -0.6338  -0.736
H -4.9555 4.6664 -1.1348  0.267
C 1.0085 -1.5596 2.6852  -0.819
C 0.2395 -0.9356 1.4152  1.174
C -1.0385 -1.7406 0.9112  0.091
O -2.1175 -0.7596 0.8762  -0.324
C -1.6265 0.3994 1.1912  0.237
O -2.2765 1.4504 1.2752  -0.499
O -0.2945 0.3404 1.5852  -0.093
H 0.2435 -1.8156 3.4292  0.452
H 1.5785 -0.7276 3.0882  -0.070
H 1.7885 -2.3386 2.5792  -0.170
H 0.8625 -0.7486 0.6082  -0.275
H -1.3125 -2.6786 1.4392  0.304
H -0.8065 -1.9186 -0.1198  -0.213
C 1.1295 3.0774 3.9642  -1.205
C 2.4935 2.7494 3.3472  0.473
C 3.6755 3.0404 4.3012  -0.487
O 4.4175 1.8864 4.1312  -0.386
C 3.7325 0.9014 3.6432  0.405
O 4.0005 -0.3106 3.6352  -0.577
O 2.6755 1.3894 3.0272  0.085
H 1.2645 4.0244 4.5692  0.414
H 0.9305 2.3324 4.6792  0.472
H 0.3635 3.2004 3.1432  -0.060
H 2.5665 3.3494 2.4162  0.180
H 3.4715 3.1944 5.3892  0.312
H 4.2395 3.9004 3.9632  0.315
C 3.9955 0.4164 -0.2808  -0.610
O 3.0835 -0.6086 -0.1198  0.525
C 2.9265 -1.3696 -1.1348  0.339
O 3.7015 -1.3026 -2.2318  -0.687
O 1.9685 -2.3066 -0.8738  0.199
C 1.4405 -3.0056 -1.9868  -1.032
H 3.9515 1.0064 0.6722  -0.073
H 3.3555 1.0884 -0.9308  0.266
H 5.0985 0.2044 -0.5428  0.257
H 0.3405 -2.8186 -2.0438  -0.007
H 1.4125 -4.0376 -1.8668  0.373
H 1.9095 -2.8176 -2.8728  0.679
C -2.8245 -6.6736 -3.6198  -1.234
C -3.3125 -5.3036 -3.2958  -0.454
C -2.2655 -4.3346 -2.5968  -0.240
C -1.9815 -4.6626 -1.2118  0.329
N -1.6525 -4.8176 -0.1498  -0.507
H -2.3275 -7.0696 -2.7898  0.350
H -2.0015 -6.5276 -4.4048  0.255
H -3.4845 -7.4666 -3.9108  0.370
H -4.2425 -5.3916 -2.6708  0.325
H -3.5635 -4.9206 -4.3018  0.301
H -2.5415 -3.2906 -2.7188  0.392
H -1.3385 -4.4406 -3.1058  0.207
C -1.0225 4.2404 0.6072  0.489
C -1.0055 5.3514 1.7122  -0.696
C -1.8365 6.4784 1.2292  -0.828
C -3.2355 6.1244 1.1242  0.438
N -4.3285 5.7344 0.9712  -0.523
H -0.4035 3.4514 0.9182  -0.046
H -0.5405 4.6124 -0.2628  0.472
H -1.9525 3.8654 0.3492  -0.633
H 0.0305 5.6654 1.8332  0.435
H -1.5255 5.1514 2.6762  0.333
H -1.4535 7.1044 0.4382  0.451
H -1.6035 7.2154 1.9842  0.366

Cartesian forces (eV/Å) of the 3 atoms listed first:
C -1.428 -0.575 1.281
C 1.900 -1.156 0.982
C 0.005 1.343 -1.989